Entry 1:
Formula: C6H12N6O2
Source: the Open Molecules 2025 dataset
Level of theory: ωB97M-V/def2-TZVPD

The geometry in XYZ format:
```
26
Properties=species:S:1:pos:R:3:forces:R:3:nbo_charge:R:1
C -1.00818 1.05230 0.27267 1.462 -0.811 -0.078 0.404
C -0.98987 -0.89000 1.63996 0.059 -3.006 1.187 0.784
C -1.63394 2.00029 -0.49380 -3.336 1.178 0.680 0.415
C 1.85524 -0.75842 -0.85948 0.094 0.480 1.056 0.451
C 0.71045 -0.49094 0.04940 2.593 -1.624 -1.162 0.455
C 0.85661 -2.48575 1.68276 1.862 0.930 -3.316 -0.383
N -1.64450 0.22843 1.19734 0.935 0.904 -0.397 -0.627
N 0.23577 -1.30188 1.00496 -1.604 1.260 0.679 -0.410
N -2.93630 2.26701 -0.22351 0.849 -0.666 0.065 -0.687
N 2.37871 -1.93748 -1.20882 -1.849 -0.228 0.853 -0.700
N -1.09111 2.62619 -1.54505 0.701 -0.251 -0.352 -0.779
N 2.47704 0.34307 -1.27598 0.874 -1.456 -2.505 -0.713
O 0.22476 0.71507 -0.20277 -1.765 -0.068 0.849 -0.365
O -1.43676 -1.59844 2.50675 -0.011 1.374 -0.571 -0.472
H 1.06620 -3.18306 0.84519 -0.536 -0.320 1.193 0.203
H 1.81177 -2.17948 2.06799 0.408 0.177 0.393 0.232
H 0.18725 -2.72962 2.44037 -0.914 -1.116 0.934 0.285
H -2.11018 0.63822 1.99361 -0.511 0.396 0.045 0.460
H -3.50916 1.72289 0.37814 -0.122 -0.817 0.552 0.420
H -3.48656 2.96888 -0.66334 0.170 0.788 -0.714 0.437
H 1.86367 -2.81265 -1.04335 0.548 0.715 -0.289 0.439
H 3.25230 -1.97943 -1.70184 0.258 -0.031 -0.135 0.448
H -0.42955 3.35230 -1.39433 0.814 0.385 0.036 0.428
H -1.75956 2.82872 -2.24853 -0.499 0.525 -0.721 0.418
H 2.28474 1.24517 -0.97810 -0.732 1.573 1.047 0.424
H 2.83117 0.35862 -2.24022 0.253 -0.290 0.672 0.431
```
Forces are in eV/Å.

Values from the calculation:
LUMO level (spin up / spin down) (eV): -8.69 / -9.57
Calculated total energy (eV): -19434.6647
Net charge: +2
Energy above the lowest of the compared OMol25 structures with the same formula, charge and spin (kcal/mol): 9.0
E_HOMO (spin up / spin down) (eV): -16.182 / -15.194

=====

Entry 2:
Formula: C6H12NO
Source: the Open Molecules 2025 dataset
Level of theory: ωB97M-V/def2-TZVPD

The geometry in XYZ format:
```
20
Properties=species:S:1:pos:R:3:forces:R:3:nbo_charge:R:1
C -2.18408 0.73510 -0.63013 -0.538 0.769 -0.740 0.017
O -3.33047 0.31699 -0.11817 -0.159 -0.286 0.228 -0.910
C -0.86841 -0.01950 0.02086 -3.304 1.186 -2.139 -0.116
C -0.35879 0.79847 1.27757 0.963 -1.343 -1.499 -0.430
C 0.80417 -0.07104 0.95274 3.182 0.756 2.392 -0.083
C 1.99427 0.34127 0.35970 -1.386 -0.652 1.723 -0.439
C 2.67831 -0.49411 -0.63851 1.517 -0.869 -2.227 -0.635
N -1.40639 -1.35121 0.28427 -0.405 0.622 0.550 -0.910
H -2.11135 1.86166 -0.61937 0.645 -0.380 0.362 0.094
H -2.05992 0.49807 -1.73766 -0.019 -0.136 0.246 0.057
H -0.23357 0.08914 -0.86894 0.175 -0.380 0.665 0.206
H -0.18585 1.82686 0.97028 -0.140 0.034 0.073 0.204
H -1.03912 0.69928 2.12783 0.443 -0.394 -0.169 0.231
H 0.65772 -1.10535 1.28068 -0.179 0.058 -0.924 0.208
H 2.41714 1.28209 0.67863 -0.258 0.534 -0.683 0.186
H 3.51637 -0.00526 -1.17309 -0.254 0.569 0.496 0.196
H 3.21443 -1.44491 -0.42742 -0.683 0.027 0.768 0.182
H 2.05615 -0.74814 -1.53786 -0.143 0.067 0.762 0.182
H -2.43277 -1.12699 0.15412 0.262 -0.502 0.306 0.415
H -1.12782 -2.08243 -0.35551 0.283 0.318 -0.192 0.344
```
Forces are in eV/Å.

Values from the calculation:
LUMO level (eV): 3.92
Calculated total energy (eV): -9950.7161
Net charge: -1
Energy above the lowest of the compared OMol25 structures with the same formula, charge and spin (kcal/mol): 60.6
E_HOMO (eV): -2.712

=====

Entry 3:
Formula: C6H12NO
Source: the Open Molecules 2025 dataset
Level of theory: ωB97M-V/def2-TZVPD

The geometry in XYZ format:
```
20
Properties=species:S:1:pos:R:3:forces:R:3:nbo_charge:R:1
C -2.13155 -0.54376 -0.23800 -1.814 -1.806 1.766 0.018
O -2.59542 -0.77265 1.01137 0.444 0.500 -0.668 -0.910
C -0.76672 0.34389 -0.20754 -1.249 1.378 0.458 -0.139
C 0.19433 -0.77306 0.50309 0.665 0.090 -0.761 -0.364
C 1.06165 0.20558 -0.03194 1.301 0.340 1.927 0.088
C 1.98326 0.13418 -1.13207 -0.534 -0.625 -1.187 -0.771
C 3.41069 -0.16650 -0.77801 0.383 -0.558 0.311 -0.597
N -1.18468 1.44331 0.70009 0.105 -0.912 -0.303 -0.854
H -2.00127 -1.51390 -0.74037 0.667 0.264 -0.594 0.130
H -2.84829 0.04742 -0.82532 0.239 0.509 -0.369 0.128
H -0.72698 0.72302 -1.22268 0.817 -0.484 -0.179 0.262
H 0.24334 -1.75337 0.04164 -0.508 0.082 -0.140 0.228
H -0.15814 -0.68489 1.52290 -0.029 -0.247 0.056 0.247
H 1.25055 0.93422 0.82430 -0.244 0.261 -0.636 0.100
H 1.85794 0.77804 -1.99481 -0.251 0.270 0.224 0.192
H 3.81353 -1.02824 -1.34226 -0.001 0.122 0.108 0.177
H 3.52984 -0.46296 0.27564 -0.123 0.003 -0.007 0.175
H 4.16165 0.62914 -0.91636 -0.144 0.312 -0.072 0.154
H -0.39881 1.69252 1.27161 0.211 0.365 0.218 0.336
H -1.86520 0.95721 1.31602 0.064 0.136 -0.151 0.399
```
Forces are in eV/Å.

Values from the calculation:
LUMO level (eV): 4.15
Calculated total energy (eV): -9948.7787
Net charge: -1
Energy above the lowest of the compared OMol25 structures with the same formula, charge and spin (kcal/mol): 105.3
E_HOMO (eV): -1.795

=====

Q: Which value of energy above the lowest of the compared OMol25 structures with the same formula, charge and spin does entry 3 give?
A: 105.3 kcal/mol

=====

What did the first record say?
Formula: C6H12N6O2
Source: the Open Molecules 2025 dataset
Level of theory: ωB97M-V/def2-TZVPD

The geometry in XYZ format:
```
26
Properties=species:S:1:pos:R:3:forces:R:3:nbo_charge:R:1
C -1.00818 1.05230 0.27267 1.462 -0.811 -0.078 0.404
C -0.98987 -0.89000 1.63996 0.059 -3.006 1.187 0.784
C -1.63394 2.00029 -0.49380 -3.336 1.178 0.680 0.415
C 1.85524 -0.75842 -0.85948 0.094 0.480 1.056 0.451
C 0.71045 -0.49094 0.04940 2.593 -1.624 -1.162 0.455
C 0.85661 -2.48575 1.68276 1.862 0.930 -3.316 -0.383
N -1.64450 0.22843 1.19734 0.935 0.904 -0.397 -0.627
N 0.23577 -1.30188 1.00496 -1.604 1.260 0.679 -0.410
N -2.93630 2.26701 -0.22351 0.849 -0.666 0.065 -0.687
N 2.37871 -1.93748 -1.20882 -1.849 -0.228 0.853 -0.700
N -1.09111 2.62619 -1.54505 0.701 -0.251 -0.352 -0.779
N 2.47704 0.34307 -1.27598 0.874 -1.456 -2.505 -0.713
O 0.22476 0.71507 -0.20277 -1.765 -0.068 0.849 -0.365
O -1.43676 -1.59844 2.50675 -0.011 1.374 -0.571 -0.472
H 1.06620 -3.18306 0.84519 -0.536 -0.320 1.193 0.203
H 1.81177 -2.17948 2.06799 0.408 0.177 0.393 0.232
H 0.18725 -2.72962 2.44037 -0.914 -1.116 0.934 0.285
H -2.11018 0.63822 1.99361 -0.511 0.396 0.045 0.460
H -3.50916 1.72289 0.37814 -0.122 -0.817 0.552 0.420
H -3.48656 2.96888 -0.66334 0.170 0.788 -0.714 0.437
H 1.86367 -2.81265 -1.04335 0.548 0.715 -0.289 0.439
H 3.25230 -1.97943 -1.70184 0.258 -0.031 -0.135 0.448
H -0.42955 3.35230 -1.39433 0.814 0.385 0.036 0.428
H -1.75956 2.82872 -2.24853 -0.499 0.525 -0.721 0.418
H 2.28474 1.24517 -0.97810 -0.732 1.573 1.047 0.424
H 2.83117 0.35862 -2.24022 0.253 -0.290 0.672 0.431
```
Forces are in eV/Å.

Values from the calculation:
LUMO level (spin up / spin down) (eV): -8.69 / -9.57
Calculated total energy (eV): -19434.6647
Net charge: +2
Energy above the lowest of the compared OMol25 structures with the same formula, charge and spin (kcal/mol): 9.0
E_HOMO (spin up / spin down) (eV): -16.182 / -15.194

=====

Q: What is the calculated total energy in the third record?
A: -9948.7787 eV